Record 1
Here is C14H11N4S2Ti as an isolated structure in a non-equilibrium geometry from the OMol25 dataset. Energies are from ωB97M-V/def2-TZVPD.

Geometry as XYZ:
```
32
Properties=species:S:1:pos:R:3:lowdin_spin:R:1
Ti 0.393 -0.013 1.054 0.906
C 2.936 -1.203 0.026 0.006
N 1.482 -1.310 0.107 0.007
C 0.844 -2.455 0.018 0.006
C -0.544 -2.429 0.249 0.007
C -1.580 -3.365 0.140 0.008
C -2.756 -2.683 0.437 0.000
C -2.401 -1.365 0.731 0.013
N -1.076 -1.197 0.619 0.013
C 3.355 -0.457 1.276 0.003
C 3.989 -1.092 2.333 0.001
C 4.215 -0.409 3.522 0.001
C 3.794 0.903 3.669 0.001
C 3.166 1.549 2.615 0.002
C 2.948 0.876 1.421 0.004
H 3.205 -0.631 -0.865 0.000
H 3.413 -2.184 -0.038 0.000
H 1.369 -3.372 -0.240 0.000
H -1.477 -4.402 -0.137 0.001
H -3.754 -3.088 0.447 0.000
H -3.041 -0.545 1.016 0.001
H 4.290 -2.128 2.236 0.000
H 4.716 -0.912 4.338 0.000
H 3.947 1.418 4.608 0.000
H 2.846 2.578 2.718 0.000
H 2.544 1.415 0.569 0.001
S 0.720 -0.193 5.686 0.008
C 0.494 -0.208 4.125 0.006
N 0.324 -0.219 2.949 -0.001
S 0.307 2.163 -2.716 0.003
C 0.183 1.789 -1.190 0.004
N 0.114 1.549 -0.022 0.000
```

The spin multiplicity is 2. The HOMO-LUMO gap (alpha / beta) is 0.266 / 0.295 Ha. Its expectation value of S² is 0.7525. The lowest unoccupied orbital energy (alpha / beta) comes out at -0.638 / -0.644 eV. The total energy is -65444.7570 eV. The HOMO energy (alpha / beta) is -7.9 / -8.7 eV.

***

Record 2
Here is a 2-piece molecular cluster, C3H10N4 overall in a non-equilibrium geometry from the OMol25 dataset. Energies are from ωB97M-V/def2-TZVPD.

Geometry as XYZ:
```
17
Properties=species:S:1:pos:R:3:mulliken_charge:R:1
C 0.619 1.303 -1.218 0.177
C 0.046 0.587 0.974 0.083
C -0.705 -2.378 0.240 -0.678
N 1.163 2.055 -2.095 -0.159
N -1.090 -1.228 -0.417 -0.198
N 0.018 0.764 2.259 -0.222
N 0.557 1.564 0.122 -0.143
H 0.095 0.402 -1.596 0.428
H -0.732 -3.103 -0.639 0.361
H 0.333 -2.348 0.291 0.403
H -1.080 -2.797 1.191 0.337
H 1.452 1.840 -3.036 0.287
H 1.443 2.909 -1.792 0.215
H -2.089 -0.849 -0.109 0.321
H -0.430 0.026 2.850 0.306
H 0.609 1.544 2.522 0.257
H 0.771 2.463 0.408 0.227
```

The net charge is +2. The spin multiplicity is 1. The HOMO-LUMO gap (alpha / beta) is 0.285 / 0.313 Ha. The lowest unoccupied orbital energy (alpha / beta) comes out at -10.690 / -10.279 eV. The total energy is -9211.5804 eV. The HOMO energy (alpha / beta) is -18.4 / -18.8 eV.

***

Record 3
Here is a 5-piece molecular cluster, C19H32ClO16PSi overall in a non-equilibrium geometry from the OMol25 dataset. Energies are from ωB97M-V/def2-TZVPD.

Geometry as XYZ:
```
70
Properties=species:S:1:pos:R:3:mulliken_charge:R:1
O 6.378 2.126 -4.185 -0.571
P 7.084 2.458 -2.946 0.829
O 8.474 1.562 -2.934 -0.497
O 7.609 4.003 -2.888 -0.508
Si 6.002 1.946 -1.062 0.365
Cl 6.311 -0.073 -0.582 -0.243
C 4.187 2.427 -1.021 -0.051
C 3.631 2.485 -2.502 0.024
C 2.261 1.758 -2.678 -0.824
O 3.611 1.260 -3.172 -0.186
H 8.682 1.275 -2.029 0.302
H 8.436 4.058 -3.397 0.335
H 6.675 2.711 0.011 -0.160
H 3.975 3.411 -0.588 0.501
H 3.563 1.627 -0.612 -0.332
H 3.784 3.405 -3.082 0.348
H 1.789 2.029 -3.622 0.340
H 2.050 0.866 -2.091 0.328
C -0.201 -2.021 0.385 -1.507
C 0.049 -0.766 1.183 0.575
C -0.983 0.312 0.991 -0.302
O -0.235 1.496 1.298 -0.313
C 1.062 1.231 1.000 0.634
O 1.927 2.047 0.961 -0.534
O 1.243 -0.092 0.748 -0.287
H 0.648 -2.700 0.467 0.381
H -1.095 -2.533 0.740 0.385
H -0.323 -1.794 -0.676 0.361
H 0.173 -1.014 2.241 0.275
H -1.836 0.205 1.659 0.056
H -1.340 0.389 -0.040 0.273
C -4.940 3.982 1.046 -1.493
C -5.129 2.486 1.091 0.511
C -6.391 2.037 1.776 -0.514
O -6.034 0.722 2.222 -0.279
C -4.688 0.727 2.412 0.705
O -4.075 -0.139 2.953 -0.567
O -4.127 1.854 1.905 -0.336
H -3.951 4.230 0.661 0.362
H -5.691 4.447 0.407 0.391
H -5.009 4.416 2.045 0.355
H -5.051 2.069 0.083 0.251
H -7.246 1.999 1.103 0.312
H -6.649 2.640 2.650 0.314
C -5.999 -3.263 5.275 -1.534
C -6.975 -2.281 4.675 0.847
C -7.690 -1.426 5.685 -0.483
O -8.896 -1.096 4.989 -0.328
C -9.143 -2.116 4.119 0.630
O -10.155 -2.254 3.516 -0.529
O -8.072 -2.952 4.038 -0.369
H -5.619 -3.938 4.507 0.354
H -5.158 -2.743 5.733 0.374
H -6.484 -3.885 6.030 0.388
H -6.473 -1.671 3.918 0.029
H -7.134 -0.529 5.949 0.323
H -7.954 -1.967 6.598 0.302
C 5.485 -1.165 -5.018 -1.309
C 5.101 -2.402 -4.247 0.600
C 6.259 -3.128 -3.617 -0.366
O 5.756 -4.467 -3.527 -0.341
C 4.851 -4.618 -4.532 0.623
O 4.378 -5.657 -4.860 -0.538
O 4.566 -3.421 -5.110 -0.369
H 4.623 -0.768 -5.554 0.347
H 5.865 -0.393 -4.348 0.236
H 6.247 -1.388 -5.768 0.387
H 4.334 -2.156 -3.507 0.204
H 6.515 -2.741 -2.632 0.210
H 7.154 -3.138 -4.244 0.306
```

The spin multiplicity is 1. The HOMO-LUMO gap is 0.383 Ha. The lowest unoccupied orbital energy comes out at 0.207 eV. The total energy is -82673.7696 eV. The HOMO energy is -10.2 eV.

***

Record 4
Here is a 2-piece molecular cluster, C3H6O3 overall from the OMol25 dataset. Energies are from ωB97M-V/def2-TZVPD.

Geometry as XYZ:
```
12
Properties=species:S:1:pos:R:3:mulliken_charge:R:1
C 1.719 -0.046 -1.891 -0.959
C 1.235 -0.225 -0.492 0.271
O 1.108 -1.288 0.064 -0.516
H 2.095 -0.979 -2.305 0.290
H 2.517 0.702 -1.887 0.307
H 0.914 0.351 -2.511 0.256
H 0.977 0.699 0.055 0.345
O -1.628 0.871 -0.233 -0.453
C -1.662 0.194 0.749 0.197
O -0.947 0.497 1.844 -0.391
H -2.275 -0.715 0.826 0.316
H -1.117 -0.160 2.535 0.337
```

The spin multiplicity is 1. The HOMO-LUMO gap is 0.384 Ha. The lowest unoccupied orbital energy comes out at 0.678 eV. The total energy is -9350.3029 eV. The HOMO energy is -9.8 eV.

***

Record 5
Here is one molecule with the formula C5H7NO in a non-equilibrium geometry from the OMol25 dataset. Energies are from ωB97M-V/def2-TZVPD.

Geometry as XYZ:
```
14
Properties=species:S:1:pos:R:3:lowdin_spin:R:1
C 0.811 -0.606 -0.036 0.050
C -1.747 -0.790 0.356 0.666
C 1.243 0.780 -0.585 0.016
C -0.135 1.332 -0.116 0.015
C -0.454 -0.024 0.600 0.206
N 1.235 -1.714 -0.340 0.028
O -2.515 -0.569 -0.493 0.863
H -1.730 -1.537 1.169 0.130
H 2.033 1.250 0.022 0.000
H 1.701 0.900 -1.605 0.003
H -0.207 2.090 0.529 0.002
H -0.853 1.501 -1.012 0.002
H -0.389 0.035 1.630 0.015
H 1.008 -2.648 -0.118 0.005
```

The spin multiplicity is 3. The HOMO-LUMO gap (alpha / beta) is 0.252 / 0.245 Ha. Its expectation value of S² is 2.0073. The lowest unoccupied orbital energy (alpha / beta) comes out at 0.982 / -2.518 eV. The total energy is -8829.5494 eV. The HOMO energy (alpha / beta) is -5.9 / -9.2 eV.

***

Record 6
Here is one molecule with the formula C5H12N4 in a non-equilibrium geometry from the OMol25 dataset. Energies are from ωB97M-V/def2-TZVPD.

Geometry as XYZ:
```
21
Properties=species:S:1:pos:R:3:mulliken_charge:R:1
H -1.512 0.762 2.641 0.217
N -0.915 0.973 1.842 -0.626
C -0.669 -0.025 1.105 0.453
N -1.137 -1.310 1.254 -0.408
C 1.002 -0.065 0.259 -0.364
C 1.603 1.278 0.407 -1.364
C 0.475 -0.346 -1.129 0.116
N 0.214 -1.774 -1.317 -0.609
C -0.841 0.432 -1.007 -0.415
N -0.821 1.694 -1.280 -0.640
H -1.637 2.181 -0.911 0.258
H -1.697 -1.530 2.063 0.208
H -0.861 -1.968 0.536 0.252
H 1.440 -0.910 0.781 0.543
H 0.848 1.993 0.000 0.321
H 2.480 1.405 -0.232 0.359
H 1.818 1.519 1.444 0.377
H 1.094 0.125 -1.903 0.447
H 1.086 -2.292 -1.315 0.205
H -0.244 -1.931 -2.209 0.216
H -1.727 -0.213 -1.028 0.452
```

The spin multiplicity is 1. The HOMO-LUMO gap is 0.353 Ha. The lowest unoccupied orbital energy comes out at 0.699 eV. The total energy is -11337.5253 eV. The HOMO energy is -8.9 eV.